Entry from OMol25: C48H41F6InN8O as an isolated structure (wB97M-V/def2-TZVPD).

Geometry as XYZ:
```
105
Properties=species:S:1:pos:R:3:forces:R:3:lowdin_charge:R:1
In 0.256024 0.516504 -0.177976 0.57 0.00 0.29 0.87
N -4.075832 -9.192756 -0.276426 0.00 0.01 0.00 0.13
C -3.626629 -8.133782 -0.270489 0.09 0.20 0.00 -0.19
C -3.059290 -6.805324 -0.262366 -0.13 -0.13 0.00 -0.24
C -1.683288 -6.635023 -0.389227 0.08 -0.02 -0.02 -0.02
C -1.145118 -5.359414 -0.380093 0.06 -0.05 0.02 0.01
C -1.967614 -4.247430 -0.240044 -0.13 0.10 0.01 -0.19
C -3.342878 -4.423523 -0.120348 0.00 -0.02 -0.03 0.00
C -3.891055 -5.694879 -0.130672 -0.03 -0.01 0.02 -0.02
C -1.374485 -2.876973 -0.233576 0.09 -0.05 -0.03 -0.06
C -0.960904 -2.385944 0.998936 0.11 0.05 0.07 -0.25
C -1.156848 -3.010693 2.264126 -0.03 0.02 -0.02 -0.02
C -0.659161 -2.151320 3.213835 0.03 0.04 -0.02 -0.05
C -0.155211 -1.032540 2.505896 -0.02 -0.09 -0.06 -0.13
N -0.316063 -1.168941 1.199055 -0.08 -0.01 0.18 0.02
C -1.261137 -2.253189 -1.467811 0.01 0.01 0.00 -0.25
C -1.651561 -2.790766 -2.728980 0.05 0.03 -0.02 -0.02
C -1.284836 -1.867415 -3.677909 0.03 -0.02 0.04 -0.05
C -0.679551 -0.800217 -2.968367 0.00 -0.05 0.02 -0.15
N -0.668490 -1.013819 -1.663714 -0.31 0.10 -0.07 0.02
H -1.044859 -7.501917 -0.497581 0.01 0.01 0.00 0.12
H -0.076727 -5.213407 -0.484110 -0.02 0.01 0.00 0.12
H -3.979897 -3.553144 -0.026691 0.01 -0.03 0.00 0.11
H -4.960029 -5.833924 -0.037549 0.00 0.00 0.00 0.12
H -1.621318 -3.973062 2.421142 0.00 0.02 0.00 0.10
H -0.635745 -2.287657 4.283767 -0.01 0.02 -0.03 0.09
H 0.306332 -0.141331 2.899545 0.07 -0.01 0.00 0.10
H -2.128933 -3.746596 -2.886170 0.01 0.03 0.00 0.10
H -1.416389 -1.924901 -4.746963 0.00 0.01 0.03 0.09
H -0.233643 0.092733 -3.383351 -0.04 -0.01 0.03 0.11
C -4.609555 -0.776894 1.198582 -0.01 0.04 -0.01 -0.05
C -3.794000 0.328228 1.822051 -0.03 -0.04 0.01 -0.27
C -4.210069 0.940069 3.005081 0.04 0.02 -0.01 -0.05
C -3.428300 1.946299 3.557649 -0.01 -0.01 -0.02 -0.29
C -3.868791 2.650420 4.818532 0.02 -0.02 -0.01 -0.07
C -2.233040 2.319816 2.955123 0.04 -0.06 -0.02 -0.01
C -1.760413 1.708132 1.769585 -0.21 -0.06 -0.04 -0.29
C -2.617906 0.723069 1.219264 0.06 0.10 -0.04 -0.03
N -0.569137 1.986654 1.156647 0.14 -0.07 -0.02 -0.03
C 0.066550 3.311710 1.309178 -0.09 0.00 -0.03 -0.59
C 0.687719 3.561963 2.707849 -0.02 0.00 -0.08 -0.04
C 1.178319 3.385466 0.266826 -0.07 -0.09 -0.04 -0.07
C -0.927725 4.429217 0.958225 -0.01 0.02 -0.01 -0.04
H -5.571092 -0.890758 1.703088 0.00 0.00 -0.01 0.07
H -4.071451 -1.724986 1.273734 0.00 0.00 0.01 0.05
H -4.797164 -0.581124 0.139631 0.03 -0.02 0.03 0.08
H -5.135886 0.633611 3.483397 0.03 0.02 -0.01 0.10
H -4.711875 2.135246 5.282892 0.02 0.01 -0.01 0.06
H -4.178170 3.677896 4.607342 0.00 -0.01 0.00 0.07
H -3.055663 2.697382 5.546516 -0.01 0.01 0.00 0.07
H -1.646605 3.083019 3.443772 0.04 0.01 -0.02 0.09
H -2.354083 0.270177 0.267917 -0.04 0.00 0.04 0.08
H 0.893204 2.615393 3.199797 0.06 -0.09 0.04 0.07
H 0.043581 4.162946 3.354395 -0.03 -0.05 -0.03 0.06
H 1.631148 4.106153 2.610839 -0.02 0.01 0.00 0.07
H 1.913782 2.594451 0.426799 -0.02 0.03 -0.02 0.05
H 1.691677 4.348089 0.306515 0.02 0.01 0.01 0.10
H 0.749151 3.289362 -0.733332 0.03 0.00 0.05 0.05
H -1.793117 4.436227 1.620612 0.00 0.01 0.01 0.07
H -1.283647 4.291106 -0.064834 0.00 0.01 0.03 0.08
H -0.433238 5.403420 1.026310 -0.01 -0.02 0.00 0.08
N -1.369088 1.835914 -1.638030 0.05 -0.01 -0.25 0.18
C -1.722411 2.373669 -2.600717 -0.25 0.17 -0.14 -0.20
C -2.139683 3.045410 -3.758308 0.05 0.16 -0.17 -0.29
C -1.663879 4.361389 -4.007485 -0.12 -0.29 0.10 -0.27
N -1.276598 5.432238 -4.209876 0.01 -0.01 -0.01 0.09
C -2.998883 2.423695 -4.701885 0.21 0.06 0.24 -0.27
N -3.698181 1.928222 -5.477933 -0.01 0.01 0.00 0.09
C 4.013876 1.821735 1.813374 0.00 -0.03 0.01 0.02
C 3.363903 0.425531 1.915378 -0.03 0.05 -0.13 -0.49
O 2.147780 0.341735 1.356946 0.07 -0.07 0.12 -0.18
C 4.363100 -0.573653 1.255484 -0.22 0.00 0.15 -0.54
F 4.546481 -0.261473 -0.034500 0.06 -0.19 0.06 0.13
F 3.949759 -1.846418 1.304847 -0.02 -0.05 -0.03 0.15
F 5.597880 -0.556420 1.820422 0.16 0.00 0.06 0.12
C 3.293056 0.064838 3.437061 -0.19 0.04 -0.19 -0.55
F 4.464251 0.204114 4.101302 0.18 0.04 0.07 0.12
F 2.420721 0.875546 4.065900 -0.10 0.11 0.03 0.13
F 2.880224 -1.188930 3.670218 -0.07 -0.13 -0.02 0.15
H 4.097465 2.080598 0.757360 0.00 0.00 0.03 0.08
H 4.998660 1.864947 2.279966 0.01 0.02 -0.01 0.09
H 3.351322 2.538959 2.293498 0.00 0.01 0.01 0.07
C 3.798946 3.850538 -3.309703 -0.03 -0.07 0.01 -0.12
C 2.423530 3.710085 -3.433443 0.03 -0.02 0.01 -0.09
C 1.783950 2.590762 -2.916416 -0.02 0.00 -0.04 -0.04
C 2.484890 1.591035 -2.238500 0.00 0.05 0.00 -0.31
C 3.875552 1.742162 -2.131255 0.08 -0.03 0.02 -0.04
C 4.518233 2.849364 -2.661967 -0.06 0.02 0.00 -0.10
N 1.824023 0.485952 -1.676668 -0.02 -0.24 0.04 -0.01
C 2.301509 -0.779112 -2.026054 -0.05 0.25 -0.13 -0.31
C 2.134902 -1.888589 -1.185442 0.00 -0.02 0.08 -0.07
C 2.516648 -3.158838 -1.581887 0.00 0.06 0.00 -0.09
C 3.095725 -3.382045 -2.825518 0.02 0.07 -0.02 -0.13
C 3.282330 -2.291066 -3.667298 -0.05 -0.01 0.06 -0.11
C 2.887927 -1.018973 -3.283383 0.05 0.00 0.00 -0.03
H 4.303259 4.719617 -3.714825 0.00 0.00 0.01 0.08
H 1.832021 4.465458 -3.938644 0.01 -0.01 0.01 0.09
H 0.715918 2.484534 -3.037114 -0.04 -0.01 0.00 0.08
H 4.442492 0.976653 -1.615903 -0.09 0.20 -0.20 0.10
H 5.593973 2.938041 -2.552576 -0.01 0.00 -0.01 0.09
H 1.737293 -1.744851 -0.186841 0.02 -0.01 -0.02 0.08
H 2.378890 -3.984172 -0.890900 0.00 0.01 0.01 0.09
H 3.400941 -4.376589 -3.127326 -0.01 0.00 0.00 0.08
H 3.722028 -2.433546 -4.648751 0.01 0.01 0.00 0.09
H 3.016175 -0.189194 -3.968479 0.01 -0.03 0.01 0.11
```
Forces are in eV/Å.

Calculated values
HOMO energy in eV: -2.5
HOMO-LUMO gap in eV: 6.2
LUMO level in eV: 3.624
Electronic energy in eV: -85892.7250
ΔE to the lowest compared entry with this formula, charge and spin in kJ/mol: 0.0
Spin multiplicity: 1
Total charge: -2